71
Properties=species:S:1:pos:R:3:forces:R:3 method="wB97M-V/def2-TZVPD" mol_weight_da=807.6 total_charge=+1 e_above_lowest_kcal_mol=43.6 e_homo_ev=-9.76
Zr 0.4567 0.4855 0.1213 0.0 -0.6 1.8
Cl 3.4348 0.4808 6.2799 -0.5 -0.1 0.4
C 2.1614 0.3750 5.1145 -0.2 -0.5 1.2
C 0.8592 0.8899 5.3749 1.2 0.3 0.0
Cl 0.3696 1.2330 6.9463 0.0 0.3 1.3
C 0.0151 1.2347 4.3522 0.9 -0.5 -2.5
Cl -1.4021 2.1953 4.4862 0.0 -0.1 0.2
C 0.4577 0.8657 3.0496 0.1 -0.4 0.8
O -0.1316 1.3007 1.9169 0.3 -0.2 -0.7
C 1.5484 -0.0378 2.8723 0.1 1.1 0.2
O 1.7671 -0.4172 1.6340 -0.2 0.0 -1.0
C 2.4639 -0.2611 3.9403 -0.7 0.3 -1.5
Cl 3.9488 -1.1327 3.6352 -0.7 0.5 0.1
O 5.5054 4.0456 1.5602 -0.8 0.6 -0.6
C 4.3471 3.5161 1.0754 1.5 0.2 0.6
C 3.1128 3.9438 1.5357 -0.7 -0.3 0.1
C 2.0310 3.1724 1.2148 -0.3 -0.7 -2.1
N 2.1807 2.1024 0.3887 -0.3 -1.3 0.0
C 3.3803 1.6721 -0.0670 -1.1 2.3 0.5
Br 3.3017 0.1543 -1.2212 0.1 0.6 0.4
C 4.4933 2.4521 0.1743 0.5 -1.2 -0.2
H 5.3234 4.9148 1.9749 0.2 -0.7 -0.2
H 2.9280 4.8178 2.1311 0.4 0.2 0.3
H 0.9699 3.4190 1.3798 0.8 -0.1 0.5
H 5.4689 2.1690 -0.2458 -0.4 0.3 0.5
N -6.7475 -0.2784 0.6906 -0.3 -1.2 -1.0
C -5.8398 -0.9732 -0.1051 -1.4 0.8 -0.1
O -6.1999 -1.6723 -1.0416 0.6 0.7 0.9
C -4.4207 -0.6307 0.1483 0.7 -0.5 -0.4
C -3.9533 0.1206 1.1983 -0.4 -0.9 0.9
C -2.5826 0.2255 1.3959 0.9 -1.2 -0.6
N -1.6525 -0.4425 0.6321 -2.8 0.1 -1.3
C -2.1937 -1.1785 -0.4487 2.4 1.7 0.6
C -3.5044 -1.1819 -0.7496 -1.4 -0.2 -0.8
H -7.6626 -0.5730 0.3430 0.0 0.4 0.8
H -6.6278 -0.1828 1.6960 -0.1 0.0 -0.5
H -4.6448 0.4218 1.9965 0.6 0.4 -0.5
H -2.2346 0.7880 2.2440 0.4 0.1 -0.1
H -1.4337 -1.5609 -1.1563 -0.8 0.1 0.7
H -3.9205 -1.5416 -1.7097 0.5 -0.3 0.9
C 0.4301 -0.0447 -4.2586 1.1 0.2 0.3
Si -0.8037 1.1766 -3.5767 1.8 0.1 1.3
C -2.3894 0.3865 -3.8545 -2.3 0.6 0.3
C -0.7314 2.6112 -4.6897 0.4 0.0 -1.4
C -0.3374 1.6504 -1.7614 1.2 -1.3 0.0
H 0.3217 -0.2597 -5.3160 0.0 0.4 -0.3
H 0.3449 -1.0026 -3.7968 -0.3 -0.7 0.5
H 1.4720 0.2525 -4.0494 -0.2 0.1 -0.3
H -2.2935 -0.4721 -4.5037 -0.1 0.0 -0.5
H -3.0274 1.2151 -4.2936 0.3 -1.3 0.3
H -2.8819 0.0173 -2.9548 -0.1 0.2 0.0
H -1.0263 2.3679 -5.7194 0.0 -0.3 0.2
H 0.2576 3.0209 -4.8070 0.5 0.3 0.2
H -1.3920 3.3858 -4.4129 -0.7 1.1 0.6
H -1.1151 2.0482 -1.1040 -0.4 0.6 -0.2
H 0.5425 2.3372 -1.7969 -0.7 0.1 -0.1
C 1.9252 -4.8414 -0.0713 -1.0 -0.9 0.2
N 1.1626 -3.6140 0.1724 -0.7 0.7 -0.8
C 0.8689 -3.3384 1.5818 -0.5 0.4 1.3
C 0.8681 -2.7147 -0.7645 0.0 -0.1 0.9
C 0.8050 -3.0131 -2.2262 1.4 -1.6 -1.0
O 0.5437 -1.5352 -0.4235 0.2 -0.5 -0.7
H 2.1470 -5.1360 0.9487 0.5 -0.5 -0.2
H 2.8161 -4.7185 -0.6610 0.4 0.5 0.0
H 1.3610 -5.6650 -0.5570 -0.1 0.6 0.4
H 0.3282 -4.1490 2.0989 0.5 -0.4 -0.8
H 0.1755 -2.5038 1.7952 0.7 0.0 -0.9
H 1.8035 -3.1640 2.1126 0.0 0.2 0.1
H 1.5758 -2.4029 -2.7377 -0.7 0.1 0.2
H -0.2124 -2.7483 -2.5662 0.6 -0.1 0.0
H 1.0876 -4.0775 -2.5653 -0.8 1.5 0.9

15
Properties=species:S:1:pos:R:3:forces:R:3 method="wB97M-V/def2-TZVPD" mol_weight_da=74.1 e_above_lowest_kcal_mol=22.6 smiles="C/C=C/C.O" e_homo_ev=-9.15
C 1.4012 -1.7951 2.5919 0.5 -0.1 -1.0
C 0.9396 -0.5381 1.8862 0.0 -1.3 0.4
C 1.1203 -0.3952 0.5841 -0.2 1.1 -0.3
C 0.5510 0.7576 -0.1945 -0.4 -0.1 -0.7
H 0.5886 -2.4427 2.9250 0.0 0.2 0.1
H 2.0313 -2.3557 1.8888 -0.4 -0.1 0.0
H 2.0865 -1.6197 3.3995 0.0 0.4 0.8
H 0.3499 0.1539 2.4768 0.1 0.3 -0.2
H 1.6659 -1.1254 0.0049 0.1 -0.3 0.1
H 1.0309 0.9811 -1.1473 0.5 -0.2 0.1
H -0.4593 0.4905 -0.5275 -0.1 0.2 0.3
H 0.5373 1.6961 0.3506 -0.2 0.0 0.3
O -3.6027 2.2548 -4.6172 -0.7 -0.4 -0.2
H -3.7075 1.4590 -5.1583 0.4 0.1 0.1
H -4.5330 2.4788 -4.4629 0.3 0.2 0.2

20
Properties=species:S:1:pos:R:3:forces:R:3 method="wB97M-V/def2-TZVPD" mol_weight_da=180.1 total_charge=+1 e_above_lowest_kcal_mol=118.7 e_homo_ev=-11.96
C -0.8155 -1.1110 -1.1538 3.3 0.3 1.3
C 0.8163 -0.9788 1.4215 -0.3 -0.5 0.4
C 0.2235 0.8388 0.0617 -2.9 -3.5 2.7
C -1.0200 1.1500 0.8942 -0.2 1.0 -0.4
C 0.4175 1.7012 -1.0263 3.8 0.8 -2.3
N 1.1643 0.0651 0.7041 0.0 1.7 -2.0
N -0.1389 -2.0441 -0.2812 -4.3 4.2 -1.3
Br 2.9290 0.2576 0.0036 -0.5 -0.7 0.6
H -1.8836 -0.8413 -1.0501 0.9 -0.6 0.2
H -0.2597 -0.8218 -2.0947 -0.9 -0.6 1.3
H 1.6291 -1.6278 1.7087 -0.2 -0.1 0.5
H -0.1696 -0.8871 1.9286 1.3 -0.5 -0.3
H -1.3806 0.5449 1.6833 0.5 -1.2 1.0
H -1.9366 1.1199 0.2895 0.5 0.9 -0.3
H -0.8267 2.1132 1.4036 -0.5 0.0 -0.6
H 1.2162 1.2076 -1.7132 -0.9 1.6 1.1
H 0.6366 2.7465 -0.7079 0.1 -0.6 -0.6
H -0.4258 1.6384 -1.6320 -1.7 0.5 -0.9
H -0.7883 -2.5853 0.2236 -0.4 -1.1 0.7
H 0.6127 -2.4861 -0.6630 2.3 -1.7 -1.2

18
Properties=species:S:1:pos:R:3:forces:R:3 method="wB97M-V/def2-TZVPD" mol_weight_da=145.2 total_charge=+1 e_above_lowest_kcal_mol=31.1 e_homo_ev=-12.00
N 0.4076 -1.3612 0.8346 -3.2 2.9 2.1
C -0.9027 -1.0403 0.9043 3.3 5.2 -0.1
N -1.8986 -1.8191 0.7241 -1.7 -4.0 1.0
C -1.1604 0.3941 1.1034 1.3 0.7 -1.6
C -0.3289 1.4060 0.6795 -1.0 -0.6 0.6
N 0.7498 1.3882 -0.1429 1.3 0.7 -0.8
C 0.9376 0.5844 -1.2262 -2.1 -3.4 -2.2
N 2.0687 0.7475 -1.8954 2.3 3.9 1.4
S -0.1533 -0.5769 -1.8010 0.5 1.1 -0.2
H 0.4695 -2.2787 0.6940 1.9 -4.4 -0.9
H 1.1531 -0.6922 1.0219 -0.5 -0.8 0.1
H -2.7980 -1.4743 0.4225 0.1 0.2 0.3
H -1.8995 -2.7753 1.1465 0.1 1.0 -1.1
H -2.1385 0.7239 1.3741 -0.4 0.0 0.8
H -0.4869 2.4201 0.9766 -0.7 0.4 0.4
H 1.1984 2.2785 -0.3922 -0.5 -0.1 1.2
H 2.5714 1.6767 -1.5849 -0.6 -2.7 -1.4
H 2.2106 0.3984 -2.8390 -0.3 0.1 0.4

32
Properties=species:S:1:pos:R:3:forces:R:3 method="wB97M-V/def2-TZVPD" mol_weight_da=196.2 e_above_lowest_kcal_mol=50.1 smiles="C=CC(=C)O.O.O.O.O.O.O.O" e_homo_ev=-9.09
C 2.8776 1.4576 0.9241 0.8 -0.2 -0.3
C 2.2279 0.5563 1.6438 -0.5 -0.2 -0.4
C 1.7576 -0.7172 1.0667 0.9 -1.5 0.6
C 0.9426 -1.5120 1.7650 -0.6 0.3 1.1
O 2.4353 -1.1481 -0.0296 0.1 1.3 -0.1
H 3.2075 1.1587 -0.0665 -0.4 0.1 -0.1
H 3.2723 2.4122 1.2414 -0.2 -0.1 0.5
H 1.9974 0.6011 2.7006 -0.1 0.6 0.0
H 0.6154 -2.5313 1.6279 0.3 -0.1 -0.9
H 0.5769 -1.1638 2.7261 0.1 0.3 -0.1
H 2.2188 -2.0516 -0.2190 -0.3 -0.7 -0.2
O -1.5278 0.7599 2.5291 1.4 0.8 -0.6
H -1.4100 1.4142 1.8207 -1.1 0.3 0.1
H -0.6112 0.4493 2.4629 -0.1 -0.7 0.6
O -3.2386 0.8890 0.2059 -0.1 1.7 -0.3
H -3.6684 0.2795 0.8050 0.0 -0.3 -0.7
H -2.4902 0.5455 -0.3342 -1.0 -0.7 0.6
O -0.3086 2.0194 -1.4760 0.7 -0.1 -0.9
H -0.6518 1.3577 -0.8712 -0.2 0.2 0.3
H -0.4662 2.9268 -1.2148 -0.3 -0.2 0.5
O -1.3914 -0.5353 -0.9622 0.5 0.4 0.1
H -1.5036 -0.7953 -1.8853 0.1 -0.6 0.1
H -1.6152 -1.2445 -0.3471 -0.1 -0.2 -0.2
O 2.2764 0.4072 -3.0623 -0.2 0.2 0.0
H 1.3177 0.5065 -3.0705 0.0 -0.1 0.0
H 2.5094 1.0255 -2.3605 0.2 -0.1 0.0
O -0.6203 -1.2250 -3.6764 -1.5 -0.5 1.3
H 0.0000 -1.8657 -4.0170 0.5 0.8 -0.5
H -0.5842 -0.2994 -3.9058 0.8 -0.1 -0.8
O -2.8444 -1.4390 1.6963 -0.3 -0.2 -0.5
H -2.7001 -0.4737 1.7187 0.7 -0.7 0.7
H -2.6008 -1.7647 2.5645 0.0 0.1 0.1

Record order is preserved below.
Frontier orbital gap: 0.22742, 0.37274, 0.28053, 0.28803, 0.34482 Ha